# C22H56N4O5

5 unconnected molecules or ions with the total composition C22H56N4O5 at a distorted geometry (ωB97M-V/def2-TZVPD, OMol25).

Total energy, a.u.: -1466.93650
SMILES string: CC1(C)CCCC(C)(C)N1O.COC[C@H](C)N.COC[C@H](C)N.COC[C@H](C)N.CO

```
! wB97M-V def2-TZVPD RIJCOSX def2/J DEFGRID3
* xyz 0 1
C -0.071 4.666 1.579
C 0.129 3.975 2.928
C 1.612 4.117 3.261
C -0.670 4.668 4.037
C -2.137 4.313 3.936
C -2.297 2.807 4.045
C -1.584 2.073 2.908
C -1.609 0.589 3.217
C -2.348 2.266 1.595
N -0.207 2.552 2.912
O 0.644 1.858 2.031
H 0.502 4.204 0.776
H -1.112 4.657 1.242
H 0.183 5.728 1.654
H 2.270 3.753 2.474
H 1.850 5.166 3.457
H 1.884 3.566 4.166
H -0.295 4.264 4.984
H -0.492 5.742 4.011
H -2.692 4.819 4.735
H -2.576 4.710 3.018
H -3.371 2.595 3.999
H -1.965 2.464 5.028
H -1.020 0.290 4.084
H -1.210 0.041 2.353
H -2.624 0.199 3.326
H -3.254 1.655 1.553
H -1.713 1.916 0.770
H -2.632 3.283 1.332
H 0.967 1.086 2.535
C 0.714 -1.318 -5.188
O 0.112 -0.107 -5.545
C -1.263 -0.245 -5.723
C -1.879 1.076 -6.125
C -1.651 2.222 -5.143
N -3.320 0.875 -6.416
H 0.480 -2.097 -5.937
H 0.393 -1.706 -4.210
H 1.803 -1.290 -5.196
H -1.509 -0.946 -6.541
H -1.753 -0.625 -4.808
H -1.440 1.361 -7.088
H -0.709 2.734 -5.327
H -1.624 1.834 -4.122
H -2.446 2.957 -5.269
H -3.582 -0.091 -6.234
H -3.891 1.405 -5.766
C 2.361 -5.617 -6.366
O 1.030 -5.540 -5.936
C 0.871 -5.777 -4.556
C 1.265 -4.564 -3.679
C 2.578 -4.670 -2.918
N 0.222 -4.198 -2.720
H 3.019 -4.924 -5.830
H 2.388 -5.340 -7.420
H 2.758 -6.635 -6.259
H -0.194 -5.969 -4.409
H 1.383 -6.710 -4.272
H 1.270 -3.743 -4.401
H 3.411 -4.757 -3.613
H 2.572 -5.533 -2.253
H 2.698 -3.759 -2.335
H -0.684 -4.025 -3.130
H 0.140 -4.710 -1.854
C 1.244 -1.408 2.566
O 1.500 -0.329 3.439
C 1.539 -0.731 4.803
C 1.845 0.496 5.649
C 2.274 0.076 7.038
N 0.707 1.397 5.770
H 0.395 -2.001 2.921
H 2.132 -2.047 2.505
H 1.006 -1.026 1.576
H 0.542 -1.103 5.093
H 2.262 -1.544 4.939
H 2.691 1.011 5.189
H 3.121 -0.613 7.016
H 1.454 -0.370 7.605
H 2.598 0.956 7.594
H 0.392 1.734 4.860
H -0.083 0.911 6.182
C -1.057 -1.208 -0.955
O -0.301 -2.341 -0.572
H -0.565 -0.593 -1.717
H -2.042 -1.490 -1.364
H -1.272 -0.593 -0.082
H -0.067 -2.768 -1.413
*
```